{
  "formula": "C28H46BaGeNP2",
  "method": "ωB97M-V with the def2-TZVPD basis set",
  "gap_ha": 0.126,
  "total_charge": -1,
  "molar_mass_g_mol": 668.57,
  "e_above_lowest_kj_mol": 39.8,
  "symbols": ["Ba", "C", "C", "C", "P", "C", "C", "C", "C", "C", "C", "C", "C", "C", "N", "C", "C", "C", "C", "C", "C", "P", "C", "C", "C", "C", "C", "C", "H", "H", "H", "H", "H", "H", "H", "H", "H", "H", "H", "H", "H", "H", "H", "H", "H", "H", "H", "H", "H", "H", "H", "H", "H", "H", "H", "H", "H", "H", "H", "H", "H", "H", "H", "H", "C", "Ge", "C", "C", "C", "H", "H", "H", "H", "H", "H", "H", "H", "H", "H"],
  "xyz": [[1.102, -0.902, 1.827], [-0.841, -5.351, -0.658], [-1.420, -4.079, -0.031], [-1.548, -4.195, 1.494], [-0.645, -2.435, -0.475], [-0.799, -2.371, -2.335], [0.264, -3.094, -3.156], [-2.210, -2.768, -2.774], [1.173, -2.718, -0.217], [1.786, -3.661, 0.649], [3.152, -3.547, 0.925], [3.894, -2.500, 0.425], [3.292, -1.476, -0.329], [1.930, -1.563, -0.646], [1.142, -0.499, -0.982], [1.444, 0.397, -1.950], [2.335, 0.137, -3.019], [2.451, 1.013, -4.078], [1.698, 2.183, -4.121], [0.860, 2.473, -3.054], [0.735, 1.634, -1.947], [-0.182, 2.055, -0.407], [0.173, 3.874, -0.155], [-0.323, 4.921, -1.156], [1.669, 4.051, 0.096], [-1.999, 2.073, -0.870], [-2.307, 1.927, -2.357], [-2.738, 0.992, -0.078], [-1.241, -6.239, -0.159], [-1.100, -5.426, -1.714], [0.246, -5.387, -0.589], [-2.440, -3.961, -0.410], [-0.596, -4.432, 1.971], [-1.916, -3.267, 1.935], [-2.248, -4.990, 1.761], [-0.693, -1.303, -2.541], [0.157, -4.178, -3.091], [0.171, -2.806, -4.207], [1.269, -2.836, -2.827], [-2.364, -3.848, -2.725], [-2.977, -2.288, -2.161], [-2.375, -2.458, -3.808], [1.222, -4.488, 1.048], [3.622, -4.322, 1.518], [4.955, -2.445, 0.633], [3.851, -0.611, -0.661], [2.902, -0.787, -3.011], [3.128, 0.775, -4.891], [1.764, 2.856, -4.966], [0.288, 3.388, -3.092], [-0.350, 4.052, 0.792], [0.357, 5.013, -2.002], [-1.323, 4.707, -1.539], [-0.361, 5.901, -0.672], [2.233, 3.850, -0.818], [1.887, 5.073, 0.415], [2.030, 3.375, 0.873], [-2.364, 3.048, -0.530], [-1.897, 0.990, -2.743], [-3.390, 1.913, -2.514], [-1.888, 2.735, -2.957], [-2.493, -0.001, -0.465], [-2.465, 0.998, 0.979], [-3.820, 1.131, -0.156], [-0.153, 1.979, 6.608], [-0.156, 1.573, 4.650], [-2.093, 1.783, 4.213], [0.719, 3.178, 3.879], [0.802, -0.022, 4.222], [-0.566, 2.973, 6.825], [0.871, 1.933, 6.981], [-0.746, 1.233, 7.144], [-2.558, 2.508, 4.892], [-2.613, 0.827, 4.311], [-2.229, 2.134, 3.184], [0.413, 4.097, 4.388], [0.485, 3.279, 2.813], [1.801, 3.064, 3.974], [0.152, -0.847, 4.617]],
  "mulliken_charge": [1.343, -1.500, 0.478, -1.596, 1.132, 1.304, -1.325, -1.830, 0.830, -0.623, -1.054, -0.759, -0.272, -1.492, 0.313, -1.182, -0.335, -0.801, -1.126, 0.015, 0.859, 0.883, 0.404, -1.612, -1.688, 0.443, -1.306, -0.953, 0.498, 0.237, 0.241, 0.514, 0.242, 0.413, 0.484, -0.435, 0.245, 0.451, 0.181, 0.337, 0.385, 0.481, 0.241, 0.408, 0.405, 0.525, 0.306, 0.371, 0.406, 0.233, 0.454, 0.356, 0.343, 0.440, 0.348, 0.467, 0.347, 0.583, 0.071, 0.460, 0.262, -0.188, 0.060, 0.528, -1.342, 0.472, -1.127, -0.631, -0.980, 0.344, 0.347, 0.357, 0.385, 0.309, 0.186, 0.402, -0.294, 0.306, 0.017]
}

---

{
  "formula": "C28H46BrN3NiP2S",
  "method": "ωB97M-V with the def2-TZVPD basis set",
  "gap_ha": [0.150, 0.212],
  "s_squared": 2.03,
  "total_charge": 2,
  "molar_mass_g_mol": 657.31,
  "multiplicity": 3,
  "e_above_lowest_kj_mol": 139.1,
  "symbols": ["N", "C", "C", "C", "C", "C", "C", "Ni", "P", "C", "C", "C", "C", "C", "C", "C", "Br", "H", "H", "H", "H", "H", "H", "H", "H", "H", "H", "P", "C", "C", "H", "H", "H", "H", "H", "C", "C", "H", "H", "H", "H", "H", "C", "C", "H", "H", "H", "H", "H", "C", "C", "H", "H", "H", "H", "H", "C", "C", "H", "H", "H", "H", "H", "C", "C", "H", "H", "H", "H", "H", "S", "C", "N", "C", "C", "N", "H", "H", "H", "H", "H", "H"],
  "xyz": [[-6.247, 4.535, -3.981], [-6.075, 5.160, -2.826], [-4.994, 4.898, -1.977], [-4.027, 3.922, -2.357], [-4.248, 3.274, -3.620], [-5.389, 3.600, -4.373], [-2.920, 3.546, -1.512], [-1.290, 3.319, -0.273], [3.423, -0.686, 0.550], [-1.819, 2.816, -1.964], [-1.206, 1.716, -1.231], [-0.180, 0.928, -1.860], [0.204, -0.265, -1.316], [-0.443, -0.828, -0.135], [-1.406, 0.057, 0.546], [-1.843, 1.228, -0.026], [1.279, -0.683, 1.418], [-2.895, 4.018, -0.506], [-1.539, 2.957, -3.008], [-4.910, 5.452, -1.040], [-3.576, 2.497, -3.990], [-6.819, 5.913, -2.566], [-5.595, 3.090, -5.319], [0.302, 1.353, -2.738], [-2.776, 1.690, 0.354], [1.051, -0.802, -1.726], [-1.778, -0.234, 1.551], [-1.128, -2.514, -0.208], [3.771, 1.069, 0.804], [5.141, 1.527, 0.302], [3.633, 1.309, 1.873], [2.996, 1.626, 0.251], [5.248, 2.602, 0.536], [5.952, 0.960, 0.786], [5.220, 1.426, -0.794], [3.494, -1.138, -1.209], [4.743, -1.894, -1.695], [3.390, -0.185, -1.748], [2.627, -1.755, -1.451], [4.690, -2.029, -2.785], [5.663, -1.344, -1.449], [4.789, -2.914, -1.278], [4.517, -1.942, 1.353], [5.512, -1.520, 2.433], [5.109, -2.377, 0.547], [3.862, -2.750, 1.729], [5.330, -2.088, 3.353], [6.540, -1.762, 2.108], [5.468, -0.443, 2.650], [-1.148, -3.231, 1.473], [-1.540, -4.706, 1.550], [-1.844, -2.625, 2.078], [-0.145, -3.048, 1.890], [-2.607, -4.789, 1.771], [-1.311, -5.255, 0.633], [-1.008, -5.202, 2.372], [-0.029, -3.404, -1.312], [-0.264, -3.105, -2.778], [-0.176, -4.473, -1.108], [0.997, -3.164, -0.996], [-1.231, -3.471, -3.113], [-0.193, -2.047, -3.012], [0.487, -3.612, -3.379], [-2.799, -2.235, -0.861], [-3.866, -1.907, 0.155], [-3.054, -3.112, -1.456], [-2.664, -1.406, -1.564], [-4.667, -1.361, -0.337], [-4.318, -2.795, 0.596], [-3.525, -1.274, 0.970], [0.140, 3.471, 1.262], [0.270, 2.390, 2.574], [1.381, 2.163, 3.315], [1.119, 1.363, 4.492], [-0.338, 0.947, 4.298], [-0.737, 1.687, 3.118], [2.270, 2.631, 3.172], [1.229, 1.968, 5.391], [1.782, 0.503, 4.591], [-0.964, 1.209, 5.156], [-0.416, -0.132, 4.133], [-1.683, 1.684, 2.741]],
  "mulliken_charge": [-0.555, -0.368, -0.518, 0.546, -0.526, -0.384, -0.040, -0.484, 0.763, -0.779, 1.484, -1.852, -0.536, -0.040, -1.390, -0.904, -0.087, 0.360, 0.774, 0.381, 0.391, 0.369, 0.357, 0.556, 0.683, 0.988, 1.197, 1.027, -0.454, -1.295, 0.225, 0.402, 0.432, 0.278, 0.316, -0.069, -1.702, 0.575, -0.094, 0.454, 0.386, 0.410, -0.367, -1.309, 0.190, 0.441, 0.309, 0.376, 0.269, -0.554, -1.229, 0.448, 0.406, 0.341, 0.260, 0.406, -0.436, -1.273, 0.560, 0.129, 0.385, 0.298, 0.440, -0.766, -1.230, 0.602, 0.527, 0.400, 0.390, 0.198, -0.352, -0.050, -0.032, -0.545, -0.377, 0.066, 0.320, 0.388, 0.254, 0.436, 0.145, 0.260]
}